[1]
Below is C6H11N as an isolated structure, with properties calculated with the ωB97M-V functional and the def2-TZVPD basis.

The gap between HOMO and LUMO is 9.863 eV. The value obtained for the LUMO energy is 0.95 eV. The charge is 0. Its energy above the lowest of the compared OMol25 structures with the same formula, charge and spin is 517.5 kJ/mol.

Last column: Löwdin charge in e.
Element x y z (Å)
C -0.9749 -1.4483 1.1747  -0.119
C 0.1350 -0.6390 0.5272  -0.426
C 0.3941 -0.7020 -1.0546  -0.136
C 0.3276 0.7505 -1.3480  -0.287
C 1.0871 1.2172 -0.0868  -0.128
C -0.1338 0.7797 0.5348  -0.488
H -1.8104 -1.3019 0.3752  0.078
H -0.5970 -2.5879 1.2369  0.110
H -1.4371 -0.8986 2.2079  0.134
H 0.9358 -1.0808 1.2366  0.151
H -0.5283 -1.2938 -1.5966  0.150
H 1.4859 -1.4015 -1.1269  0.181
H 0.6671 1.1073 -2.3901  0.169
H 1.9999 0.7781 0.1823  0.093
H 1.3438 2.2781 -0.1457  0.118
H -0.7460 1.4000 1.4491  0.211
H -1.2519 2.0547 -0.6139  0.182
N -0.8968 0.9882 -0.5622  0.007

=====

[2]
Below is a single C4H7NO2S molecule, with properties calculated with the ωB97M-V functional and the def2-TZVPD basis.

The gap between HOMO and LUMO is 8.591 eV. The value obtained for the LUMO energy is -0.60 eV. The charge is 0. Its energy above the lowest of the compared OMol25 structures with the same formula, charge and spin is 365.5 kJ/mol. The structure (SMILES) is CON(C=O)CC=S.

Last column: Löwdin charge in e.
Element x y z (Å)
C -0.8832 1.8110 -0.1269  -0.061
O -0.5344 0.8015 0.8427  -0.114
N -0.3485 -0.4013 0.0654  -0.133
C -1.5017 -1.1463 -0.0626  -0.308
O -2.6231 -0.7565 0.0913  0.074
C 0.9151 -1.0355 0.3976  -0.214
C 2.0034 -0.2636 -0.3438  -0.647
S 3.5178 -0.0407 0.1755  0.699
H -0.1864 1.8494 -0.9455  0.072
H -0.8838 2.7656 0.4470  0.106
H -1.8813 1.5624 -0.4784  0.078
H -1.2484 -2.2096 -0.2710  0.141
H 1.1041 -0.9994 1.4689  0.121
H 0.8664 -2.0806 0.0514  0.130
H 1.6839 0.1435 -1.3116  0.056

=====

[3]
Below is a 2-piece molecular cluster, C5H12NS overall, with properties calculated with the ωB97M-V functional and the def2-TZVPD basis.

The gap between HOMO and LUMO is 6.690 eV. The value obtained for the LUMO energy is 3.97 eV. The charge is -1. Its energy above the lowest of the compared OMol25 structures with the same formula, charge and spin is 11.2 kJ/mol.

Last column: Löwdin charge in e.
Element x y z (Å)
C 0.5516 1.2504 1.4088  -0.072
C 1.5748 0.1478 1.3443  -0.518
C 2.8943 0.4258 1.2462  -0.038
N 1.0476 -1.1050 1.4231  0.073
H 0.0075 1.1865 2.3515  0.078
H -0.1714 1.0720 0.6109  0.037
H 1.0328 2.2182 1.2930  0.062
H 3.6342 -0.3633 1.1762  0.021
H 3.2337 1.4425 1.3848  0.018
H 0.0628 -1.2544 1.1667  -0.071
H 1.6598 -1.8960 1.3388  0.080
C -1.4065 -0.0375 -2.3353  -0.234
C -2.5021 -0.6974 -1.5060  -0.824
S -1.9487 -1.3342 0.1080  0.207
H -0.5829 -0.7270 -2.5190  0.051
H -0.9950 0.8082 -1.7775  0.042
H -1.8148 0.3538 -3.2751  0.047
H -2.9590 -1.5078 -2.0857  0.020
H -3.3187 0.0173 -1.3536  0.022

=====

[4]
Below is a single C5H4O3 molecule, with properties calculated with the ωB97M-V functional and the def2-TZVPD basis.

The gap between HOMO and LUMO is 9.422 eV. The value obtained for the LUMO energy is 0.87 eV. The charge is 0. Its energy above the lowest of the compared OMol25 structures with the same formula, charge and spin is 316.6 kJ/mol. The structure (SMILES) is c1occ2c1OCO2.

Last column: Löwdin charge in e.
Element x y z (Å)
C 0.4287 1.5976 -0.3840  -0.035
O -0.8621 2.0147 -0.1115  -0.031
C -1.5168 0.8149 0.3871  0.029
C -0.6327 -0.2406 0.2929  -0.226
C 0.5460 0.2616 -0.1902  -0.252
O 1.5075 -0.6944 -0.2979  0.060
C 0.8351 -1.8549 0.1139  -0.185
O -0.4875 -1.5673 0.2347  0.080
H 1.1032 2.4086 -0.8147  0.154
H -2.6001 0.8158 0.5915  0.126
H 0.9152 -2.5718 -0.6924  0.144
H 1.3564 -2.1482 0.9951  0.136

=====

Listing HOMO energy for the structures above in their given order: -0.328; -0.338; -0.100; -0.314 Ha.